No. 1
Molecular formula: C26H18AsAuCl2O4S
Method: DFT, ωB97M-V/def2-TZVPD

* spin multiplicity: 3
* ΔE to the lowest compared entry with this formula, charge and spin: 14.711 eV
* orbital gap (spin up / spin down): 5.976 / 6.979 eV

XYZ file:
```
53
Properties=species:S:1:pos:R:3:forces:R:3
Au -0.336134 0.061470 1.071792 -0.94 -0.09 0.66
Cl 2.427562 0.280935 -0.168683 3.27 -1.10 0.08
C 1.242550 -2.027544 -1.258861 0.04 -0.37 0.07
C 1.282926 -3.215917 -2.029300 0.04 0.39 -0.13
C 1.070646 -4.472420 -1.589313 -0.08 -0.25 0.29
C 0.881398 -4.962049 -0.237306 0.10 0.07 -0.19
C 0.636029 -4.301501 0.913121 -0.13 0.10 0.04
Cl 0.738970 -5.170728 2.407920 -0.02 -0.02 0.00
C 0.193209 -2.899127 0.979634 -0.07 -0.05 -0.12
S 0.145562 -2.003358 2.404061 0.00 0.15 -0.21
H 1.629119 -3.076491 -3.047563 -0.02 0.01 0.01
H 1.215721 -5.254925 -2.323711 -0.02 -0.01 0.01
H 1.060512 -6.025551 -0.130014 0.03 0.01 0.01
O 2.230989 0.093790 1.300355 0.28 0.96 -2.45
C 1.525030 1.534321 -0.735334 -2.95 0.92 2.16
O 1.215313 2.409200 -1.473829 1.20 -0.52 -0.87
C 1.860541 -0.966772 -0.970249 0.62 0.48 -0.04
O 3.844467 0.552168 -0.489894 -1.35 -0.60 0.60
O -0.170674 -2.391277 -0.131009 -0.15 0.01 0.07
C -1.382389 4.871047 -2.891266 0.00 0.00 0.00
C -1.020807 5.141915 -1.578877 0.00 -0.01 0.01
C -1.238203 4.195731 -0.589756 0.06 0.01 -0.03
C -1.827533 2.978461 -0.912581 -0.02 0.01 -0.02
C -2.189215 2.705973 -2.225484 -0.02 0.03 -0.01
C -1.964318 3.654201 -3.213724 0.00 0.00 0.00
As -2.047219 1.637974 0.456564 0.14 -0.10 0.08
C -2.709365 2.658241 1.953707 -0.04 -0.03 0.00
C -2.400532 2.229356 3.239330 0.01 0.00 0.02
C -2.896548 2.916308 4.338739 0.00 0.00 0.00
C -3.697979 4.033238 4.154893 0.00 0.00 0.00
C -4.006442 4.464959 2.871626 0.00 0.00 0.00
C -3.514157 3.779656 1.770971 -0.01 0.01 0.00
C -3.567929 0.614467 -0.155055 0.03 0.00 -0.04
C -4.878305 0.978637 0.129673 -0.02 0.03 -0.05
C -5.927840 0.213287 -0.358501 0.00 0.00 0.00
C -5.671056 -0.910903 -1.130927 0.01 0.00 0.00
C -4.362457 -1.281924 -1.405347 0.00 0.00 0.00
C -3.309515 -0.524933 -0.911804 0.00 -0.03 0.04
H -1.206925 5.609082 -3.663041 0.00 0.00 0.00
H -0.559410 6.087373 -1.325353 0.00 0.00 0.00
H -0.936672 4.407219 0.429497 -0.02 -0.01 0.01
H -2.650449 1.760532 -2.484103 0.00 -0.01 0.01
H -2.244986 3.439226 -4.236573 0.00 0.00 0.00
H -1.768345 1.360408 3.381899 0.00 0.00 -0.01
H -2.651889 2.579743 5.337551 0.00 0.00 0.00
H -4.080467 4.571876 5.012125 0.00 0.00 0.00
H -4.629614 5.337821 2.726255 0.00 0.00 0.00
H -3.752476 4.125330 0.772149 0.01 0.00 0.00
H -5.088338 1.849979 0.737098 0.01 0.00 0.00
H -6.947900 0.494548 -0.130948 0.00 0.00 0.00
H -6.492233 -1.505765 -1.509300 0.00 0.00 0.00
H -4.158191 -2.168845 -1.990769 0.00 0.00 0.00
H -2.286830 -0.840641 -1.090682 0.00 0.00 0.00
```
Forces are in eV/Å.

Atomic partial charges in e from the natural (NBO) method, atoms 1 to 4: Au 0.479; Cl 1.929; C 0.245; C -0.234



No. 2
Molecular formula: C26H18AuNO6P
Method: DFT, ωB97M-V/def2-TZVPD

* ΔE to the lowest compared entry with this formula, charge and spin: 0.209 eV
* orbital gap: 7.624 eV
* net charge: +1

XYZ file:
```
53
Properties=species:S:1:pos:R:3:forces:R:3
Au -0.042426 1.552277 -0.678467 0.26 -0.31 -0.02
O 0.622318 2.600057 -2.380951 -0.41 0.21 -0.12
C 0.647543 2.109489 -3.522640 0.16 -0.03 0.10
C 0.357260 0.765970 -3.901994 -0.08 -0.03 -0.02
C 0.424780 0.485144 -5.283030 0.01 0.01 0.03
C 0.171054 -0.773602 -5.733670 0.00 -0.02 0.00
C -0.158120 -1.808593 -4.851090 -0.01 0.01 -0.02
C -0.223267 -1.560140 -3.506957 0.04 0.02 0.02
C 0.034331 -0.273451 -2.988676 -0.01 -0.03 -0.06
O -0.043980 -0.165601 -1.681270 0.04 0.05 0.04
N 0.244222 -1.051285 -7.176851 0.00 0.00 0.00
O 0.557348 -0.133131 -7.903524 -0.01 0.00 0.00
O -0.013608 -2.180420 -7.533429 0.00 0.00 0.00
H 0.955428 2.788393 -4.324518 0.00 0.01 0.00
H 0.677439 1.264267 -5.990213 0.00 0.00 0.00
H -0.360951 -2.792514 -5.250026 0.00 0.00 0.00
H -0.480898 -2.340727 -2.804821 0.01 0.00 0.00
O 1.148124 4.223332 1.753311 -0.01 0.03 0.01
C 0.280292 3.432987 1.520734 -0.23 -0.12 0.06
O -0.218001 3.242296 0.287062 0.31 0.09 -0.08
C -0.439584 2.699705 2.628558 0.03 0.00 0.02
C -0.733361 3.430752 3.771144 0.02 0.00 0.01
C -1.415002 2.844366 4.826716 0.00 -0.01 0.00
C -1.782430 1.507917 4.768884 0.00 0.01 0.00
C -1.472543 0.755759 3.647828 0.00 -0.02 0.01
C -0.821218 1.352944 2.569579 0.02 0.03 -0.03
P -0.214666 0.329548 1.235026 -0.03 0.12 -0.01
C -1.244245 -1.096131 0.958536 -0.04 0.07 -0.01
C -2.627600 -0.972451 1.111376 -0.01 0.01 -0.01
C -3.448235 -2.043055 0.802579 0.00 0.00 0.00
C -2.894919 -3.228035 0.334251 0.00 0.00 0.00
C -1.522125 -3.343777 0.159937 0.00 0.01 0.00
C -0.692165 -2.276663 0.459669 0.02 -0.02 0.02
C 1.477632 -0.134118 1.616565 -0.07 -0.09 0.06
C 2.546537 0.679167 1.242462 -0.01 0.00 -0.05
C 3.826847 0.370960 1.672553 0.01 0.00 0.00
C 4.042008 -0.740172 2.474882 0.00 0.01 0.00
C 2.977524 -1.545146 2.858267 0.00 -0.01 0.00
C 1.693703 -1.243792 2.437005 0.00 0.01 0.02
H -0.422786 4.465618 3.816691 0.00 0.00 0.00
H -1.652585 3.432413 5.702865 0.00 0.00 0.00
H -2.297743 1.046106 5.599818 0.00 0.00 0.00
H -1.728893 -0.295534 3.619124 0.00 0.00 0.00
H -3.061303 -0.045539 1.465776 0.00 0.00 0.01
H -4.518655 -1.953170 0.926139 0.00 0.00 0.00
H -3.539086 -4.064891 0.099301 0.00 0.00 0.00
H -1.097163 -4.265843 -0.213332 0.00 0.00 0.01
H 0.375055 -2.359872 0.303880 0.00 0.00 0.01
H 2.398072 1.557428 0.625056 -0.01 0.01 0.02
H 4.654364 1.003513 1.382535 0.00 0.00 0.00
H 5.043460 -0.977635 2.807616 0.00 0.00 0.00
H 3.145932 -2.406896 3.489551 0.00 0.00 0.00
H 0.866286 -1.868225 2.750183 0.00 0.00 0.00
```
Forces are in eV/Å.

Atomic partial charges in e from the natural (NBO) method, atoms 1 to 4: Au 1.253; O -0.635; C 0.470; C -0.341



No. 3
Molecular formula: C26H18N5O2PdSe2
Method: DFT, ωB97M-V/def2-TZVPD

* ΔE to the lowest compared entry with this formula, charge and spin: 2.412 eV
* orbital gap: 5.794 eV
* net charge: +1

XYZ file:
```
54
Properties=species:S:1:pos:R:3:forces:R:3
Pd 0.342362 0.670849 -0.004945 -0.08 0.13 0.12
O -6.093526 2.804262 0.077246 0.03 -0.03 0.02
C -5.162364 3.528761 -0.292210 -0.04 0.07 -0.04
O -5.077858 4.698942 -0.681624 0.03 -0.04 0.01
C -3.781396 2.798008 -0.263735 -0.04 -0.06 0.03
C -2.633891 3.459768 -0.670190 0.07 0.05 -0.02
C -1.420911 2.791754 -0.633035 0.01 -0.03 0.01
N -1.382669 1.523657 -0.216031 0.02 -0.05 0.00
C -2.480061 0.854335 0.198607 0.03 0.24 -0.06
C -3.706590 1.474787 0.178540 -0.01 -0.01 -0.01
C -2.159031 -0.529431 0.578608 0.04 -0.13 0.01
C -3.197790 -1.553547 0.671642 0.00 0.04 -0.01
C -2.886470 -2.843847 0.807565 0.00 -0.03 0.00
C -1.475454 -3.318464 0.918550 0.03 -0.06 0.09
C -0.478831 -2.174138 0.649941 0.06 0.04 -0.11
N -0.895931 -0.794847 0.693602 -0.06 -0.04 -0.15
C -0.084583 3.318921 -0.997605 -0.10 -0.05 -0.02
C 0.119137 4.583063 -1.513375 0.05 0.04 -0.03
C 1.406424 4.975273 -1.853740 0.02 -0.08 0.03
C 2.455027 4.088512 -1.669371 -0.06 0.05 -0.01
C 2.182874 2.840846 -1.138825 0.06 0.03 0.05
N 0.951191 2.462397 -0.803612 -0.01 0.02 -0.06
H -2.756712 4.488172 -0.990149 0.01 -0.01 0.00
H -4.634894 1.008628 0.487256 0.00 0.01 0.00
H -4.226313 -1.229773 0.600743 0.00 0.00 0.00
H -3.678365 -3.582118 0.864321 0.00 -0.01 0.02
H -1.336938 -3.863040 1.855513 -0.03 -0.02 -0.01
H 0.452346 -2.297392 1.199568 0.03 -0.01 -0.05
H -0.720317 5.248958 -1.653007 -0.01 -0.01 0.00
H 1.583767 5.960769 -2.261870 0.00 0.00 0.00
H 3.470524 4.349603 -1.928392 0.00 0.00 0.00
H 2.972780 2.122312 -0.967097 -0.01 -0.01 0.01
Se 3.616995 -3.115921 -1.580962 0.25 0.01 0.00
Se 3.432947 -0.813497 -1.741361 -0.02 0.15 -0.04
C 3.324144 -0.484462 0.162222 0.21 -0.22 -0.33
C 4.463854 -0.727070 0.924956 -0.03 -0.01 0.02
C 4.418532 -0.580349 2.295928 -0.04 0.01 -0.01
C 3.218587 -0.191986 2.876388 -0.01 -0.01 0.00
C 2.138968 0.049166 2.058698 0.04 0.00 0.00
N 2.175672 -0.083932 0.711543 -0.09 0.14 0.47
C 1.775194 -3.445046 -1.131390 -0.09 -0.08 0.09
C 1.448764 -4.738706 -0.491261 0.00 0.04 -0.04
C 0.196213 -5.004927 -0.119096 0.02 -0.01 0.01
C -0.918873 -4.033400 -0.356900 0.00 0.04 -0.05
C -0.351079 -2.658806 -0.809694 -0.23 -0.13 0.22
N 0.965258 -2.505004 -1.332251 -0.07 -0.01 -0.12
H 5.368124 -1.037301 0.422309 0.00 0.00 0.01
H 5.297091 -0.764363 2.899355 0.00 0.00 0.00
H 3.114047 -0.066055 3.944313 0.01 0.00 0.00
H 1.193897 0.363270 2.482680 0.00 0.01 -0.02
H 2.241288 -5.461220 -0.345485 0.00 0.00 0.00
H -0.044166 -5.964784 0.324715 0.01 0.00 0.01
H -1.681454 -4.481446 -0.997999 0.01 0.00 -0.01
H -1.059521 -2.120121 -1.439596 -0.02 -0.02 0.01
```
Forces are in eV/Å.

Atomic partial charges in e from the natural (NBO) method, atoms 1 to 4: Pd 0.896; O -0.701; C 0.730; O -0.701



No. 4
Molecular formula: C26H18N5O8S2Sn
Method: DFT, ωB97M-V/def2-TZVPD

* orbital gap: 6.695 eV
* net charge: -1

XYZ file:
```
60
Properties=species:S:1:pos:R:3:forces:R:3
Sn -0.314904 -1.002568 0.156530 0.00 0.34 -0.28
C 4.081356 1.247854 3.434047 0.00 -0.01 -0.01
C 2.684953 1.136198 3.598880 0.02 0.02 0.06
C 1.891003 0.802072 2.539355 -0.13 0.05 0.12
C 2.440170 0.546935 1.258050 -0.17 0.13 0.08
C 1.613406 0.136121 0.167005 0.17 -0.26 -0.39
C 2.227666 -0.011325 -1.055595 0.09 0.03 0.00
C 3.612603 0.213441 -1.258499 -0.07 0.01 0.02
C 4.403390 0.538277 -0.200241 0.01 -0.01 0.02
C 3.835187 0.708861 1.089449 0.15 0.06 -0.07
C 4.639681 1.048397 2.203776 -0.01 0.02 0.04
H 4.705789 1.496445 4.282817 0.02 0.01 0.01
H 2.239387 1.304122 4.570746 0.00 0.00 0.01
H 0.819532 0.707267 2.671866 0.12 0.07 0.00
H 1.652052 -0.362752 -1.910715 -0.01 -0.02 0.00
H 4.043589 0.081223 -2.242769 0.01 -0.01 -0.04
H 5.472801 0.665911 -0.322684 0.02 0.01 0.00
H 5.708945 1.149245 2.060426 0.04 0.01 -0.01
N -9.056937 -0.781823 -0.637001 -0.13 -0.02 -0.03
C -7.829617 -0.912239 0.014830 0.06 0.01 -0.01
C -6.778299 -1.599858 -0.596479 0.01 0.01 0.02
C -5.575579 -1.763165 0.060070 -0.01 -0.02 0.01
C -5.399727 -1.246731 1.338313 0.03 0.00 -0.06
C -6.435702 -0.565893 1.950735 -0.02 0.02 -0.01
C -7.646542 -0.401148 1.295080 0.02 -0.01 0.01
S -3.833811 -1.445536 2.151891 -0.18 -0.15 -0.05
O -3.537138 -2.851218 2.151909 -0.03 0.03 0.04
O -3.951534 -0.739194 3.405222 -0.01 -0.02 -0.01
N -2.793518 -0.753672 1.157647 -0.17 -0.24 0.28
C -2.570727 0.550169 1.176903 -0.04 0.02 0.01
S -3.494397 1.837311 1.895315 0.02 0.06 0.03
C -2.342558 2.980718 1.281860 0.02 0.05 -0.04
C -1.356670 2.346896 0.618966 0.08 0.22 -0.04
N -1.485826 0.988741 0.550943 0.13 -0.36 0.05
H -9.010593 -0.835776 -1.642080 0.00 0.03 0.03
H -9.624707 -0.011088 -0.321906 0.04 -0.01 -0.03
H -6.912287 -2.004665 -1.591976 -0.01 -0.02 -0.04
H -4.760807 -2.290432 -0.415686 0.06 -0.04 -0.02
H -6.283101 -0.164320 2.941258 0.01 0.03 0.08
H -8.455516 0.131543 1.778931 -0.04 0.02 0.03
H -2.437019 4.033347 1.474382 -0.01 0.08 0.02
H -0.500689 2.815674 0.159531 0.06 0.02 0.01
O 0.302063 -1.639337 4.378575 0.06 0.14 0.29
C 0.559137 -1.878180 3.217836 -0.20 -0.42 -0.16
O -0.010578 -1.348611 2.199740 -0.13 -0.03 0.03
C 1.626255 -2.928282 2.930055 0.12 0.07 0.06
C 2.291929 -3.005129 1.714788 -0.06 -0.01 0.10
C 3.308860 -3.930414 1.563765 0.10 -0.09 -0.03
C 3.690647 -4.808346 2.558467 -0.11 0.18 -0.03
C 2.987282 -4.717183 3.745794 0.13 0.03 0.08
C 1.980801 -3.795899 3.959891 0.04 0.10 -0.17
N 3.351775 -5.646099 4.834678 -0.43 -0.26 -0.33
O 2.701176 -5.599181 5.855119 0.12 0.10 0.18
O 4.235234 -6.449007 4.609335 0.22 0.02 0.13
N 4.022906 -3.989826 0.273203 -0.18 -0.05 0.09
O 3.503312 -3.447597 -0.676929 0.05 0.06 -0.07
O 5.075268 -4.595904 0.243923 0.13 -0.05 -0.05
H 2.061754 -2.338956 0.895576 0.01 0.02 0.00
H 4.488863 -5.519203 2.418290 -0.02 0.02 0.00
H 1.474714 -3.723810 4.909590 -0.02 0.00 0.04
```
Forces are in eV/Å.

Atomic partial charges in e from the natural (NBO) method, atoms 1 to 4: Sn 1.218; C -0.221; C -0.215; C -0.181



Number 1: electronic energy -135839.157 eV, molar mass 769.29 g mol⁻¹. Number 2: electronic energy -54000.992 eV, molar mass 668.37 g mol⁻¹. Number 3: electronic energy -172965.048 eV, molar mass 696.80 g mol⁻¹. Number 4: electronic energy -78584.578 eV, molar mass 711.30 g mol⁻¹.